# 1
Here is 3 unconnected molecules or ions with the total composition C21H28BINO4PS2 at a distorted geometry from the Open Molecules 2025 dataset. Energies are from ωB97M-V/def2-TZVPD.

Each line ends with the natural charge from an NBO analysis.
Geometry (Å):
C (-2.147038, 6.725953, -4.569705)  -0.634
C (-1.447807, 5.702846, -5.479242)  -0.260
I (-0.936886, 6.781892, -7.303184)  0.059
C (-0.130714, 5.236566, -4.805985)  -0.488
C (-0.112570, 3.780456, -4.393401)  0.037
C (-0.139050, 3.484326, -3.033901)  -0.265
C (-0.092983, 2.177746, -2.538245)  0.247
C (-0.059813, 1.151614, -3.468392)  -0.226
C (-0.058031, 1.423651, -4.831930)  -0.170
C (-0.062655, 2.728714, -5.312426)  -0.399
P (0.030986, 2.928773, -7.101992)  0.883
S (1.754884, 3.530301, -7.769472)  -0.586
S (-0.058245, -0.557423, -3.005425)  0.314
C (0.088823, -0.460661, -1.241395)  -0.232
C (0.251585, -1.666985, -0.568918)  -0.190
C (0.361942, -1.702753, 0.815066)  -0.207
C (0.269636, -0.508717, 1.509447)  -0.197
C (0.105566, 0.693690, 0.833026)  -0.260
C (0.033667, 0.746257, -0.557733)  0.218
N (-0.088469, 2.053442, -1.124750)  -0.725
B (1.129701, 2.817071, -0.660098)  1.282
O (2.393769, 2.314127, -0.912143)  -0.934
O (0.938645, 4.020266, -0.026655)  -0.908
H (-1.636472, 7.676744, -4.673506)  0.220
H (-3.184545, 6.873606, -4.853374)  0.221
H (-2.062004, 6.386020, -3.540187)  0.210
H (-2.109252, 4.879966, -5.717815)  0.216
H (0.715566, 5.398260, -5.471046)  0.254
H (0.066592, 5.858726, -3.937944)  0.221
H (-0.203112, 4.327923, -2.359706)  0.229
H (-0.034261, 0.582755, -5.511010)  0.223
H (-1.007943, 3.805217, -7.454940)  -0.028
H (-0.368211, 1.679923, -7.611085)  -0.025
H (0.314415, -2.593265, -1.122363)  0.220
H (0.510711, -2.646307, 1.314541)  0.235
H (0.341257, -0.520026, 2.586959)  0.214
H (0.030046, 1.591079, 1.433870)  0.216
H (2.775029, 2.803814, -1.650404)  0.511
H (1.492586, 4.061416, 0.761247)  0.506
C (0.035548, -3.177966, 5.817456)  -0.718
C (-1.012495, -3.143964, 4.738633)  0.603
C (-2.345302, -2.530531, 5.096043)  -0.721
O (-0.803220, -3.589363, 3.631694)  -0.564
H (0.935533, -3.643717, 5.430787)  0.235
H (0.270694, -2.160648, 6.141466)  0.219
H (-0.322318, -3.755791, 6.663811)  0.253
H (-2.209515, -1.489443, 5.392954)  0.227
H (-2.800479, -3.082112, 5.919849)  0.231
H (-3.006385, -2.570287, 4.232998)  0.234
C (1.063552, -7.266611, 4.777973)  -0.726
C (1.104462, -6.916040, 6.244877)  0.606
C (1.788871, -7.894665, 7.167614)  -0.721
O (0.609264, -5.892747, 6.658850)  -0.561
H (0.545920, -6.480492, 4.230981)  0.246
H (2.078404, -7.362472, 4.388721)  0.230
H (0.533861, -8.209558, 4.633871)  0.230
H (2.833078, -8.016268, 6.875876)  0.231
H (1.288606, -8.863027, 7.121519)  0.231
H (1.746574, -7.521295, 8.188241)  0.235

Forces on atoms 1 to 3 (eV/Å):
C 0.1150 -0.3711 -0.4545
C 0.5288 0.9917 0.6368
I -0.3226 -0.3228 -0.0614

Summary:
- E_tot: -2633.1140 hartree
- Frontier orbital gap: 7.778 eV
- Structure (SMILES): C[C@@H](I)Cc1cc2c(cc1[PH2]=S)Sc1ccccc1N2B(O)O.CC(C)=O.CC(C)=O
- Highest occupied orbital energy: -7.55 eV
- Lowest unoccupied orbital energy: 0.23 eV



# 2
Here is a molecular structure, C21H28Br12NO3 at a distorted geometry from the Open Molecules 2025 dataset. Energies are from ωB97M-V/def2-TZVPD.

Each line ends with the natural charge from an NBO analysis.
Geometry (Å):
C (2.319737, 0.765379, -0.983443)  -0.693
C (1.084756, 0.186883, -0.089638)  0.294
O (-0.033389, -0.283189, -0.893136)  -0.571
C (0.268432, -1.467160, -1.612145)  0.741
O (1.035786, -1.489993, -2.665720)  -0.560
C (-0.369852, -2.951537, -1.254664)  -0.176
C (-0.690925, -3.885472, -2.487463)  -0.177
C (-1.243460, -5.317800, -2.280609)  -0.229
C (-1.497234, -5.882119, -0.854301)  -0.194
C (-1.216199, -4.940263, 0.361967)  -0.230
C (-0.661772, -3.481449, 0.191267)  -0.201
C (1.592774, -0.841255, 1.035266)  -0.479
C (2.681780, -0.218573, 2.040281)  0.128
C (2.571224, -1.100632, 3.416697)  -0.628
C (4.218289, -0.445506, 1.545622)  -0.623
N (2.441470, 1.196121, 2.443840)  -0.034
O (3.367893, 2.029608, 2.036551)  -0.364
C (1.054240, 1.667561, 2.192736)  0.110
C (-0.028761, 1.089078, 3.270586)  -0.639
C (1.078039, 3.275791, 2.487412)  -0.611
C (0.518061, 1.509130, 0.696251)  -0.454
H (2.921585, -0.116503, -1.384313)  0.225
H (1.809869, 1.286192, -1.878293)  0.235
H (2.925266, 1.561578, -0.441073)  0.243
H (-0.494791, -3.451505, -3.531282)  0.259
H (-1.458109, -5.983689, -3.185361)  0.235
H (-1.878606, -6.953237, -0.737650)  0.236
H (-1.416722, -5.404673, 1.391492)  0.232
H (-0.480852, -2.846241, 1.113321)  0.241
H (0.684003, -1.129194, 1.662615)  0.219
H (2.098861, -1.735999, 0.512748)  0.243
H (3.338304, -1.943812, 3.414952)  0.220
H (1.525379, -1.522112, 3.590674)  0.208
H (2.799360, -0.428305, 4.329984)  0.227
H (4.916820, -0.034240, 2.357057)  0.234
H (4.461991, 0.107434, 0.581135)  0.236
H (4.371298, -1.574975, 1.504716)  0.211
H (0.390235, 1.083465, 4.331791)  0.228
H (-0.880329, 1.873443, 3.276141)  0.228
H (-0.511328, 0.111262, 2.938270)  0.212
H (1.606767, 3.859989, 1.658117)  0.230
H (1.564540, 3.417334, 3.521142)  0.224
H (0.012534, 3.706364, 2.580572)  0.207
H (-0.632900, 1.494212, 0.629043)  0.251
H (0.853346, 2.428547, 0.090719)  0.222
C (-2.082865, -0.817864, -5.082922)  -0.493
Br (-1.119721, -1.017404, -3.405264)  0.195
Br (-2.174284, -2.491184, -6.061874)  0.063
Br (-3.843081, -0.035630, -4.826207)  0.058
H (-1.512034, -0.121174, -5.695346)  0.225
C (3.099661, 3.407107, -4.077784)  -0.492
Br (2.146789, 1.719530, -4.167444)  0.113
Br (4.075505, 3.598910, -2.412102)  0.090
Br (4.247905, 3.668635, -5.619165)  0.088
H (2.350977, 4.197305, -4.100767)  0.225
C (-3.995199, -0.299904, 0.555621)  -0.488
Br (-5.664357, -0.314357, -0.433006)  0.078
Br (-2.647278, -1.415219, -0.287705)  0.130
Br (-3.358515, 1.507592, 0.860404)  0.071
H (-4.200774, -0.733141, 1.533281)  0.221
C (-6.554065, 4.473150, 1.257328)  -0.491
Br (-7.477898, 2.770795, 1.157239)  0.092
Br (-5.581149, 4.667831, 2.924335)  0.085
Br (-5.411195, 4.764247, -0.282705)  0.091
H (-7.315826, 5.250840, 1.240210)  0.226

Forces on atoms 1 to 3 (eV/Å):
C -1.6452 -0.7023 -0.5392
C 2.0968 2.7646 1.8253
O 1.6993 -2.7010 -0.4695

Summary:
- E_tot: -31985.1910 hartree
- Frontier orbital gap (spin up / spin down): 7.799 / 8.026 eV
- Multiplicity: 2
- Highest occupied orbital energy (spin up / spin down): -8.76 / -8.99 eV
- Lowest unoccupied orbital energy (spin up / spin down): -0.96 / -0.96 eV



# 3
Here is C21H28F3N3O3 in the gas phase from the Open Molecules 2025 dataset. Energies are from ωB97M-V/def2-TZVPD.

Each line ends with the natural charge from an NBO analysis.
Geometry (Å):
C (-3.940069, -0.729170, 0.397544)  -0.419
N (-2.759350, -0.197240, 1.036339)  -0.441
C (-2.723369, 1.247959, 1.207241)  -0.203
C (-1.673904, 1.891492, 0.291863)  -0.223
C (-2.063614, 1.819527, -1.185104)  -0.439
C (-0.989049, 2.515806, -2.023571)  -0.062
O (-0.812076, 3.857700, -1.640490)  -0.527
C (-0.413378, 3.966398, -0.293084)  -0.065
C (-1.444394, 3.358434, 0.659290)  -0.421
C (-1.782813, -0.890195, 1.659243)  0.704
O (-0.963275, -0.313152, 2.359655)  -0.673
C (-1.679926, -2.395122, 1.466261)  -0.497
C (-0.836314, -2.755638, 0.221348)  -0.130
C (-1.767112, -2.832531, -0.989929)  0.685
O (-2.838664, -3.408907, -0.915133)  -0.646
N (-1.360725, -2.275841, -2.140405)  -0.605
C (-0.114453, -1.578356, -2.333871)  -0.213
C (0.876209, -2.059365, -1.286088)  -0.234
N (0.292491, -1.860196, 0.025543)  -0.435
C (1.297829, -1.988974, 1.079972)  -0.254
C (2.294935, -0.868599, 0.984327)  -0.021
C (1.926430, 0.410358, 1.390223)  -0.189
C (2.809124, 1.468550, 1.276662)  -0.199
C (4.078839, 1.270364, 0.758570)  -0.179
C (4.453038, -0.006257, 0.368549)  -0.157
C (5.812548, -0.276165, -0.205757)  0.974
F (6.451891, -1.273374, 0.433472)  -0.326
F (6.632054, 0.782187, -0.172797)  -0.321
F (5.743680, -0.658906, -1.499684)  -0.331
C (3.569144, -1.073617, 0.477518)  -0.185
H (-4.799877, -0.651400, 1.071542)  0.191
H (-4.156798, -0.152174, -0.501744)  0.201
H (-3.818837, -1.766909, 0.108651)  0.244
H (-3.714775, 1.653472, 1.001724)  0.196
H (-2.457467, 1.465210, 2.246715)  0.225
H (-0.736385, 1.343423, 0.430072)  0.218
H (-3.016752, 2.330517, -1.340527)  0.202
H (-2.162115, 0.782678, -1.508907)  0.208
H (-0.034146, 1.972072, -1.920981)  0.155
H (-1.270035, 2.543358, -3.079031)  0.192
H (0.556694, 3.462450, -0.152530)  0.157
H (-0.289711, 5.035218, -0.107202)  0.193
H (-2.382544, 3.910294, 0.569648)  0.200
H (-1.086465, 3.444083, 1.685536)  0.213
H (-1.194696, -2.786916, 2.361231)  0.236
H (-2.649156, -2.880858, 1.368528)  0.254
H (-0.488010, -3.802660, 0.357511)  0.202
H (-2.004958, -2.346030, -2.915771)  0.410
H (0.261437, -1.781263, -3.340063)  0.207
H (-0.262201, -0.496964, -2.224943)  0.193
H (1.792186, -1.472212, -1.359506)  0.228
H (1.123424, -3.121445, -1.468730)  0.170
H (0.786748, -1.902739, 2.037856)  0.244
H (1.809437, -2.965531, 1.025866)  0.173
H (0.943106, 0.550373, 1.812476)  0.255
H (2.514266, 2.456110, 1.597969)  0.215
H (4.773568, 2.090606, 0.665422)  0.230
H (3.888322, -2.059909, 0.171453)  0.223

Forces on atoms 1 to 3 (eV/Å):
C -0.2733 -0.2381 0.0080
N -0.0585 0.2852 -0.1294
C 0.5357 0.2041 0.1169

Summary:
- Energy relative to the best compared isomer or geometry (same formula, charge and spin): 0.0 kJ/mol
- E_tot: -1506.6671 hartree
- Frontier orbital gap: 9.881 eV
- Structure (SMILES): CN(CC1CCOCC1)C(=O)C[C@H]1C(=O)NCCN1Cc1cccc(C(F)(F)F)c1
- Highest occupied orbital energy: -9.28 eV
- Lowest unoccupied orbital energy: 0.60 eV



# 4
Here is a molecular structure, C21H28F5LaO2 at a distorted geometry from the Open Molecules 2025 dataset. Energies are from ωB97M-V/def2-TZVPD.

Each line ends with the natural charge from an NBO analysis.
Geometry (Å):
O (0.297055, -0.250545, 0.122442)  -0.660
C (-0.972306, -0.023960, -0.622246)  -0.038
C (-0.802084, -1.278403, -1.462288)  -0.466
H (-0.939767, 0.920397, -1.182226)  0.216
H (-1.798613, -0.065885, 0.097337)  0.201
C (0.513070, -1.485354, -0.691695)  0.303
H (-0.733507, -1.050235, -2.527631)  0.251
H (-1.602079, -2.012510, -1.297470)  0.216
C (1.784798, -1.257355, -1.487407)  -0.631
H (1.766134, -0.240421, -1.897709)  0.229
H (1.934729, -1.988033, -2.298390)  0.225
H (2.638278, -1.316662, -0.794932)  0.221
C (0.589588, -2.701027, 0.221006)  -0.630
H (-0.314391, -2.817030, 0.832682)  0.225
H (1.445531, -2.593001, 0.907080)  0.224
H (0.751189, -3.622604, -0.357961)  0.230
La (0.833594, 0.618066, 2.300824)  1.927
C (0.360361, -0.492733, 4.810160)  -0.365
C (-0.558001, 0.587661, 4.699876)  -0.373
C (-1.503906, 0.259540, 3.688830)  -0.377
H (-0.596160, 1.458443, 5.364803)  0.251
C (-1.169832, -1.023761, 3.165185)  -0.419
C (-0.012339, -1.490945, 3.863150)  -0.351
H (0.444736, -2.484254, 3.755471)  0.228
H (1.163537, -0.576633, 5.550765)  0.239
H (-2.393851, 0.840001, 3.418007)  0.250
H (-1.746013, -1.586936, 2.429412)  0.229
C (3.201906, 1.195501, 3.649267)  -0.372
C (3.283209, -0.192123, 3.336240)  -0.349
C (3.381597, -0.325450, 1.920547)  -0.408
H (3.340093, -1.016764, 4.058087)  0.236
C (3.365899, 0.987329, 1.356321)  -0.394
C (3.258516, 1.923660, 2.425656)  -0.368
H (3.316635, 3.013780, 2.330515)  0.253
H (3.204569, 1.625722, 4.656678)  0.244
H (3.550287, -1.256411, 1.368962)  0.229
H (3.496453, 1.220717, 0.294518)  0.240
O (-1.774465, -0.216608, -4.189769)  -0.561
C (-1.572140, -1.478197, -4.889387)  -0.080
C (-2.204525, -1.397255, -6.290975)  -0.432
H (-2.080931, -2.268404, -4.297846)  0.173
H (-0.490089, -1.721588, -4.929387)  0.183
C (-3.168610, -0.205634, -6.187858)  -0.431
H (-2.734449, -2.319347, -6.520444)  0.221
H (-1.438518, -1.192447, -7.048582)  0.207
C (-2.533003, 0.656693, -5.087836)  -0.069
H (-4.163104, -0.558863, -5.884607)  0.206
H (-3.223006, 0.331467, -7.132311)  0.223
H (-3.262355, 1.252938, -4.507155)  0.197
H (-1.798802, 1.338988, -5.567747)  0.169
F (0.624957, 3.501249, 0.771263)  -0.359
C (-0.237842, 3.016537, 1.747939)  0.114
F (-1.490057, 2.962657, 1.171812)  -0.359
C (-0.290407, 3.976339, 2.918836)  0.899
F (0.887580, 3.986728, 3.630548)  -0.322
F (-0.536157, 5.242510, 2.526991)  -0.325
F (-1.292995, 3.590459, 3.762652)  -0.322

Forces on atoms 1 to 3 (eV/Å):
O -0.8778 -0.7673 -1.4273
C -0.2038 0.4352 0.4367
C -0.2138 0.1843 0.0836

Summary:
- Energy relative to the best compared isomer or geometry (same formula, charge and spin): 0.0 kJ/mol
- E_tot: -1498.3749 hartree
- Frontier orbital gap: 8.124 eV
- Highest occupied orbital energy: -7.84 eV
- Lowest unoccupied orbital energy: 0.28 eV